No. 1
The following is a quantum chemistry calculation of a structure of composition C5H6N, from the OMol25 dataset.

- Lowest unoccupied orbital energy (alpha / beta): -5.83 / -5.83 eV
- Energy above the lowest of the compared OMol25 structures with the same formula, charge and spin: 143.49 kcal/mol
- Largest force on an atom: 3.466 eV Å⁻¹

Geometry as ORCA input:
```
! wB97M-V def2-TZVPD RIJCOSX def2/J DEFGRID3
* xyz 1 1
C 2.41667 0.68652 0.32180
C 1.53575 -0.00539 -0.10880
C -1.80315 1.06022 -0.05116
C -0.45536 -1.25563 0.31908
C -1.22424 -0.05761 0.18553
N 0.48673 -0.59753 -0.63814
H 3.34295 1.11017 0.43756
H -2.77324 1.31616 0.18712
H -1.37779 2.04607 -0.32482
H 0.00813 -1.40099 1.25634
H -0.76874 -2.19529 0.10943
H 0.61230 -0.70669 -1.69395
*
```

Results of the Löwdin charge analysis, in e, for atoms 1 through 6: 0.2033, -0.2083, 0.1512, -0.0511, 0.1187, 0.0381

---

No. 2
The following is a quantum chemistry calculation of the ion C5H6N with charge +1, from the OMol25 dataset.

- Lowest unoccupied orbital energy (alpha / beta): -7.45 / -7.45 eV
- Energy above the lowest of the compared OMol25 structures with the same formula, charge and spin: 127.20 kcal/mol
- Largest force on an atom: 3.387 eV Å⁻¹

Geometry as ORCA input:
```
! wB97M-V def2-TZVPD RIJCOSX def2/J DEFGRID3
* xyz 1 1
C 0.17597 0.89593 -0.60431
C 1.35874 0.30720 -0.20626
C -1.03988 0.31326 -0.58753
C 1.70977 -0.98354 -0.01240
C -1.95387 0.03672 0.63875
N -1.86777 -0.58656 -0.66959
H 0.09951 1.89615 -0.78481
H 2.26479 0.92329 -0.10262
H 2.70306 -1.20190 0.47902
H 1.01998 -1.71240 -0.39558
H -1.73572 -0.73724 1.43253
H -2.73459 0.84909 0.81281
*
```

Results of the Löwdin charge analysis, in e, for atoms 1 through 6: 0.0946, -0.1043, -0.2303, 0.1928, 0.0398, 0.2361

---

No. 3
The following is a quantum chemistry calculation of a cluster of 2 separate species, C5H6N in total, from the OMol25 dataset.

- Lowest unoccupied orbital energy (alpha / beta): -8.25 / -8.25 eV
- Energy above the lowest of the compared OMol25 structures with the same formula, charge and spin: 202.93 kcal/mol
- Largest force on an atom: 4.938 eV Å⁻¹

Geometry as ORCA input:
```
! wB97M-V def2-TZVPD RIJCOSX def2/J DEFGRID3
* xyz 1 1
C 0.80980 -3.82630 -1.38555
C 0.06918 -3.04482 -0.85607
C -0.22736 2.58727 -0.40907
C -0.95021 -2.22919 -0.43034
C -0.46169 1.40495 0.59016
N -0.37851 2.56517 1.05951
H 0.70605 2.66946 -0.73027
H -1.09147 2.74493 -1.06338
H -1.82654 -2.35902 -1.06115
H -0.73508 -1.70428 0.42225
H -0.18400 3.17856 1.78661
H 1.74798 -4.19116 -1.92076
*
```

Results of the Löwdin charge analysis, in e, for atoms 1 through 6: 0.3065, -0.0542, -0.1211, 0.3150, -0.0276, 0.0130

---

Please write out number 1 again, unchanged.
The following is a quantum chemistry calculation of a structure of composition C5H6N, from the OMol25 dataset.

- Lowest unoccupied orbital energy (alpha / beta): -5.83 / -5.83 eV
- Energy above the lowest of the compared OMol25 structures with the same formula, charge and spin: 143.49 kcal/mol
- Largest force on an atom: 3.466 eV Å⁻¹

Geometry as ORCA input:
```
! wB97M-V def2-TZVPD RIJCOSX def2/J DEFGRID3
* xyz 1 1
C 2.41667 0.68652 0.32180
C 1.53575 -0.00539 -0.10880
C -1.80315 1.06022 -0.05116
C -0.45536 -1.25563 0.31908
C -1.22424 -0.05761 0.18553
N 0.48673 -0.59753 -0.63814
H 3.34295 1.11017 0.43756
H -2.77324 1.31616 0.18712
H -1.37779 2.04607 -0.32482
H 0.00813 -1.40099 1.25634
H -0.76874 -2.19529 0.10943
H 0.61230 -0.70669 -1.69395
*
```

Results of the Löwdin charge analysis, in e, for atoms 1 through 6: 0.2033, -0.2083, 0.1512, -0.0511, 0.1187, 0.0381

---

Repeat the third record exactly.
The following is a quantum chemistry calculation of a cluster of 2 separate species, C5H6N in total, from the OMol25 dataset.

- Lowest unoccupied orbital energy (alpha / beta): -8.25 / -8.25 eV
- Energy above the lowest of the compared OMol25 structures with the same formula, charge and spin: 202.93 kcal/mol
- Largest force on an atom: 4.938 eV Å⁻¹

Geometry as ORCA input:
```
! wB97M-V def2-TZVPD RIJCOSX def2/J DEFGRID3
* xyz 1 1
C 0.80980 -3.82630 -1.38555
C 0.06918 -3.04482 -0.85607
C -0.22736 2.58727 -0.40907
C -0.95021 -2.22919 -0.43034
C -0.46169 1.40495 0.59016
N -0.37851 2.56517 1.05951
H 0.70605 2.66946 -0.73027
H -1.09147 2.74493 -1.06338
H -1.82654 -2.35902 -1.06115
H -0.73508 -1.70428 0.42225
H -0.18400 3.17856 1.78661
H 1.74798 -4.19116 -1.92076
*
```

Results of the Löwdin charge analysis, in e, for atoms 1 through 6: 0.3065, -0.0542, -0.1211, 0.3150, -0.0276, 0.0130